{"formula": "C6H14Cl2Si", "method": "wB97M-V/def2-TZVPD", "relative_energy_kcal_mol": 111.7, "smiles": "C/C=C(/Cl)[Si](C)(C)C.Cl", "fmax_ha_per_bohr": 0.10692, "charge": 0, "homo_lumo_gap_ev": 10.02, "molar_mass_da": 185.2, "symbols": ["C", "C", "C", "C", "C", "C", "Si", "Cl", "Cl", "H", "H", "H", "H", "H", "H", "H", "H", "H", "H", "H", "H", "H", "H"], "coordinates": [[1.4582, 2.1399, -0.3667], [-2.3959, -0.8495, 0.2854], [0.2746, -2.2839, 0.1369], [-0.6079, 0.0892, -2.1065], [0.7178, 1.7612, 0.8528], [0.0222, 0.6271, 0.9211], [-0.6383, -0.6417, -0.3829], [-0.3949, 0.2436, 2.5965], [2.8025, -0.9689, 2.4221], [1.2788, 1.4357, -1.2539], [2.5416, 2.2054, -0.3026], [1.3109, 3.0843, -0.6555], [-3.0351, -1.5519, -0.2068], [-2.4703, -1.0645, 1.3234], [-3.1595, 0.0562, 0.2555], [-0.2258, -3.0573, -0.3766], [1.2268, -2.1929, -0.1496], [0.2061, -2.2450, 1.1286], [0.3543, 0.6018, -2.4604], [-0.8684, -0.5270, -2.9852], [-1.3371, 0.8100, -2.3318], [0.8950, 2.3607, 1.7620], [2.0446, -0.0324, 1.8943]], "forces_ev_per_a": [[0.8, -3.5, -1.3], [-2.1, 2.5, -0.8], [-3.2, 2.4, -3.7], [2.0, -0.3, -1.9], [0.9, -0.3, 0.1], [0.0, 0.3, 0.2], [-0.3, -0.2, 1.7], [-0.7, -0.3, 0.2], [-0.2, 0.5, -0.3], [0.2, 1.3, 1.6], [0.4, -0.7, 0.8], [-1.4, 3.8, -1.3], [0.0, -1.0, -0.6], [0.5, -0.5, 1.0], [2.0, -1.0, -0.3], [-0.5, -1.3, -0.2], [3.9, 0.0, -1.1], [-0.5, -0.4, 4.1], [-1.2, -1.0, 0.7], [0.4, -0.8, 0.7], [-1.2, 1.5, 0.7], [-0.2, -0.3, -0.5], [0.5, -0.6, 0.3]], "nbo_charge": [-0.647, -1.127, -1.002, -1.140, -0.211, -0.426, 1.567, -0.051, -0.300, 0.210, 0.228, 0.217, 0.238, 0.253, 0.243, 0.228, 0.224, 0.235, 0.242, 0.259, 0.257, 0.217, 0.286]}